C13H40AgBN3O5V | ωB97M-V/def2-TZVPD

<S²>: 0.842
Multiplicity: 2
Strongest force on any atom, eV/A: 8.1
Kohn-Sham gap (spin up / spin down), eV: 5.0 / 5.4
ΔE to the lowest compared entry with this formula, charge and spin, kcal/mol: 80.9
Net charge: +1

XYZ file:
```
64
C13H40AgBN3O5V (ωB97M-V/def2-TZVPD)
O 2.424 2.717 -0.606
V 2.228 2.557 -2.194
Ag -0.824 1.187 -3.800
B 0.131 3.708 -1.987
H -0.065 3.216 -0.965
H 0.161 2.864 -2.755
H -0.764 4.395 -2.202
H 1.095 4.316 -1.888
C 0.396 -0.268 -1.357
O 1.175 0.653 -2.125
H -0.009 0.182 -0.446
H -0.522 -0.375 -1.954
H 0.887 -1.218 -1.166
C 0.297 -1.939 -6.745
C 0.701 -1.917 -5.262
C 2.083 -2.591 -5.047
O 3.081 -2.203 -5.964
C 4.346 -2.690 -5.623
N 0.722 -0.515 -4.790
H -0.755 -1.853 -7.017
H 0.514 -2.954 -7.088
H 0.857 -1.145 -7.236
H -0.063 -2.448 -4.696
H 1.837 -3.653 -4.965
H 2.486 -2.252 -4.085
H 5.087 -2.395 -6.363
H 4.396 -3.784 -5.575
H 4.683 -2.341 -4.637
H 0.985 -0.581 -3.802
H 1.551 -0.026 -5.126
C -2.868 -2.507 3.698
C -1.517 -2.564 2.954
C -1.562 -1.536 1.825
O -2.650 -1.711 0.941
C -3.371 -0.530 0.661
N -0.454 -2.182 3.900
H -3.715 -2.434 3.016
H -2.941 -1.702 4.431
H -3.068 -3.420 4.267
H -1.355 -3.565 2.549
H -0.633 -1.597 1.238
H -1.489 -0.513 2.211
H -2.713 0.237 0.246
H -3.919 -0.195 1.548
H -4.172 -0.809 -0.025
H 0.321 -2.813 3.683
H -0.704 -2.599 4.797
C 0.735 2.202 6.585
C -0.061 2.847 5.455
C 0.262 2.282 4.059
O -0.554 2.987 3.134
C -0.493 2.423 1.831
N -1.492 2.919 5.780
H 1.809 2.256 6.393
H 0.508 1.134 6.646
H 0.521 2.649 7.552
H 0.198 3.910 5.407
H 0.045 1.206 4.000
H 1.292 2.451 3.714
H -0.643 1.343 1.781
H 0.531 2.645 1.502
H -1.152 3.008 1.196
H -1.863 3.481 5.006
H -1.954 2.052 5.485
```

From a natural (NBO) analysis of the wavefunction, the atomic charges in e read: number 1, O, carries -0.34; number 2, V, carries 1.64; number 3, Ag, carries 0.93; number 4, B, carries -0.77; number 5, H, carries 0.05; number 6, H, carries -0.10; number 7, H, carries 0.11; number 8, H, carries 0.03; number 9, C, carries -0.24; number 10, O, carries -0.90; number 11, H, carries 0.20; number 12, H, carries 0.13; number 13, H, carries 0.20; number 14, C, carries -0.62; number 15, C, carries -0.07; number 16, C, carries -0.07; number 17, O, carries -0.54; number 18, C, carries -0.25; number 19, N, carries -0.92; number 20, H, carries 0.23; number 21, H, carries 0.23; number 22, H, carries 0.22; number 23, H, carries 0.21; number 24, H, carries 0.19; number 25, H, carries 0.16; number 26, H, carries 0.21; number 27, H, carries 0.18; number 28, H, carries 0.16; number 29, H, carries 0.39; number 30, H, carries 0.37; number 31, C, carries -0.63; number 32, C, carries -0.08; number 33, C, carries -0.06; number 34, O, carries -0.55; number 35, C, carries -0.25; number 36, N, carries -0.82; number 37, H, carries 0.22; number 38, H, carries 0.21; number 39, H, carries 0.22; number 40, H, carries 0.18; number 41, H, carries 0.15; number 42, H, carries 0.18; number 43, H, carries 0.15; number 44, H, carries 0.18; number 45, H, carries 0.20; number 46, H, carries 0.35; number 47, H, carries 0.36; number 48, C, carries -0.61; number 49, C, carries -0.07; number 50, C, carries -0.08; number 51, O, carries -0.55; number 52, C, carries -0.25; number 53, N, carries -0.80; number 54, H, carries 0.21; number 55, H, carries 0.20; number 56, H, carries 0.23; number 57, H, carries 0.19; number 58, H, carries 0.17; number 59, H, carries 0.17; number 60, H, carries 0.16; number 61, H, carries 0.16; number 62, H, carries 0.20; number 63, H, carries 0.36; number 64, H, carries 0.33


C4H11N2S | ωB97M-V/def2-TZVPD

<S²>: 2.006
Multiplicity: 3
Strongest force on any atom, eV/A: 4.7
Kohn-Sham gap (spin up / spin down), eV: 6.9 / 7.4
ΔE to the lowest compared entry with this formula, charge and spin, kcal/mol: 12.6
Net charge: +1

XYZ file:
```
18
C4H11N2S (ωB97M-V/def2-TZVPD)
C -1.290 0.855 -0.392
C 3.499 0.250 0.021
C -2.078 -1.277 0.530
C 2.135 -0.163 0.207
N -1.161 -0.334 0.118
N -2.487 1.430 -0.645
S 1.507 -1.600 -0.320
H 3.641 1.170 -0.677
H 4.094 -0.558 -0.624
H 3.975 0.591 0.932
H -2.033 -2.374 0.209
H -1.816 -1.313 1.589
H -3.158 -0.917 0.432
H -0.433 1.481 -0.407
H 1.412 0.480 0.861
H -2.372 2.233 -1.193
H -3.257 0.808 -0.934
H -0.175 -0.762 0.292
```

From a natural (NBO) analysis of the wavefunction, the atomic charges in e read: number 1, C, carries 0.39; number 2, C, carries -0.68; number 3, C, carries -0.46; number 4, C, carries -0.53; number 5, N, carries -0.49; number 6, N, carries -0.73; number 7, S, carries 0.33; number 8, H, carries 0.24; number 9, H, carries 0.24; number 10, H, carries 0.25; number 11, H, carries 0.27; number 12, H, carries 0.24; number 13, H, carries 0.23; number 14, H, carries 0.23; number 15, H, carries 0.22; number 16, H, carries 0.42; number 17, H, carries 0.42; number 18, H, carries 0.41


C19H57N19O38 | ωB97M-V/def2-TZVPD

Strongest force on any atom, eV/A: 4.8
Kohn-Sham gap, eV: 9.0
ΔE to the lowest compared entry with this formula, charge and spin, kcal/mol: 58.3
Net charge: 0

XYZ file:
```
133
C19H57N19O38 (ωB97M-V/def2-TZVPD)
C 3.074 -0.178 0.888
N 4.323 -0.213 1.746
O 4.995 -1.211 1.764
O 4.642 0.828 2.341
H 2.951 -1.142 0.394
H 3.105 0.590 0.114
H 2.200 0.099 1.478
C -3.703 4.669 2.656
N -3.338 3.408 1.982
O -3.005 2.486 2.666
O -3.445 3.342 0.745
H -3.878 5.338 1.814
H -2.887 4.938 3.327
H -4.571 4.326 3.220
C -3.848 2.140 -2.422
N -4.306 0.773 -2.023
O -4.086 -0.189 -2.732
O -5.005 0.714 -1.041
H -4.253 2.442 -3.387
H -2.772 2.189 -2.589
H -4.089 2.936 -1.717
C 0.615 -4.355 1.354
N -0.435 -5.204 1.876
O -1.359 -4.734 2.501
O -0.232 -6.388 1.770
H 1.077 -4.033 2.287
H 0.075 -3.496 0.956
H 1.350 -4.821 0.699
C -3.652 -0.364 4.304
N -5.117 -0.284 4.016
O -5.821 -1.061 4.698
O -5.452 0.387 3.050
H -3.545 -1.439 4.157
H -3.586 -0.138 5.368
H -3.068 0.303 3.670
C 1.798 2.006 5.453
N 0.413 1.680 5.133
O 0.003 1.981 4.013
O -0.229 1.188 6.024
H 2.095 2.945 4.987
H 2.430 1.247 4.992
H 1.906 2.022 6.538
C -1.376 0.893 0.746
N -0.445 -0.110 0.164
O 0.410 0.298 -0.590
O -0.676 -1.277 0.386
H -2.381 0.471 0.755
H -1.447 1.784 0.122
H -1.013 1.124 1.747
C -1.736 -2.323 -2.629
N -0.526 -3.172 -2.663
O -0.523 -3.983 -1.747
O 0.382 -2.888 -3.403
H -1.577 -1.406 -3.196
H -2.017 -2.091 -1.602
H -2.504 -2.945 -3.090
C 3.323 -1.555 -3.994
N 4.313 -0.502 -4.403
O 5.049 -0.178 -3.505
O 4.205 -0.005 -5.504
H 2.723 -1.926 -4.825
H 2.747 -1.161 -3.157
H 3.910 -2.384 -3.598
C -6.476 -2.279 -1.953
N -7.471 -3.103 -1.188
O -7.193 -4.317 -1.057
O -8.404 -2.672 -0.646
H -5.523 -2.320 -1.424
H -6.718 -1.218 -2.002
H -6.354 -2.714 -2.945
C 0.701 3.138 -2.558
N 1.896 2.255 -2.311
O 1.960 1.227 -2.989
O 2.729 2.588 -1.454
H -0.159 2.468 -2.581
H 0.994 3.778 -3.390
H 0.673 3.736 -1.647
C 0.519 7.623 0.662
N 0.528 6.229 0.020
O -0.079 5.272 0.561
O 1.129 6.086 -1.072
H -0.089 8.332 0.100
H 1.558 7.952 0.629
H 0.181 7.423 1.678
C 5.917 1.355 -0.903
N 7.367 1.125 -0.737
O 7.848 0.436 -1.680
O 7.839 1.429 0.337
H 5.897 1.930 -1.829
H 5.482 1.954 -0.102
H 5.355 0.421 -0.897
C -3.925 5.679 -3.172
N -2.876 5.817 -2.145
O -2.323 4.814 -1.697
O -2.620 6.958 -1.648
H -4.606 4.881 -2.876
H -3.433 5.477 -4.123
H -4.482 6.616 -3.199
C 2.174 -5.994 -1.832
N 1.376 -6.738 -2.831
O 1.868 -7.542 -3.555
O 0.179 -6.557 -2.819
H 2.195 -6.497 -0.866
H 1.785 -4.984 -1.704
H 3.183 -5.841 -2.215
C -0.417 -2.590 5.123
N 0.156 -1.936 3.954
O -0.667 -1.359 3.252
O 1.362 -2.069 3.711
H -1.181 -3.252 4.715
H -0.942 -1.836 5.710
H 0.309 -3.148 5.715
C 6.646 -2.690 -1.821
N 5.253 -2.981 -1.357
O 4.471 -2.056 -1.370
O 5.012 -4.093 -0.949
H 7.239 -3.565 -2.087
H 7.033 -2.227 -0.914
H 6.678 -1.922 -2.594
C 2.489 4.100 1.891
N 2.905 5.250 2.749
O 2.893 5.043 3.932
O 3.234 6.347 2.185
H 1.414 3.938 1.960
H 2.942 3.162 2.209
H 2.819 4.230 0.860
C -3.043 -5.870 -1.387
N -2.725 -6.505 -2.699
O -2.722 -5.816 -3.700
O -2.585 -7.687 -2.789
H -3.109 -4.796 -1.557
H -2.246 -6.051 -0.666
H -4.030 -6.236 -1.102
```

Mulliken population analysis, charges in e, atoms 1 to 99: number 1, C, carries -0.54; number 2, N, carries 1.19; number 3, O, carries -0.60; number 4, O, carries -0.64; number 5, H, carries 0.24; number 6, H, carries 0.03; number 7, H, carries 0.21; number 8, C, carries -0.98; number 9, N, carries 0.79; number 10, O, carries -0.38; number 11, O, carries -0.43; number 12, H, carries 0.29; number 13, H, carries 0.30; number 14, H, carries 0.37; number 15, C, carries -0.48; number 16, N, carries 1.06; number 17, O, carries -0.59; number 18, O, carries -0.52; number 19, H, carries 0.47; number 20, H, carries 0.12; number 21, H, carries 0.00; number 22, C, carries 0.13; number 23, N, carries 1.07; number 24, O, carries -0.63; number 25, O, carries -0.59; number 26, H, carries 0.34; number 27, H, carries -0.17; number 28, H, carries -0.10; number 29, C, carries -0.44; number 30, N, carries 0.93; number 31, O, carries -0.56; number 32, O, carries -0.52; number 33, H, carries 0.35; number 34, H, carries 0.31; number 35, H, carries -0.06; number 36, C, carries -0.65; number 37, N, carries 0.85; number 38, O, carries -0.40; number 39, O, carries -0.55; number 40, H, carries 0.15; number 41, H, carries 0.28; number 42, H, carries 0.33; number 43, C, carries -0.84; number 44, N, carries 1.21; number 45, O, carries -0.38; number 46, O, carries -0.63; number 47, H, carries 0.35; number 48, H, carries 0.15; number 49, H, carries 0.08; number 50, C, carries -1.22; number 51, N, carries 0.91; number 52, O, carries -0.20; number 53, O, carries -0.56; number 54, H, carries 0.39; number 55, H, carries 0.26; number 56, H, carries 0.50; number 57, C, carries -0.59; number 58, N, carries 0.94; number 59, O, carries -0.47; number 60, O, carries -0.59; number 61, H, carries 0.33; number 62, H, carries 0.16; number 63, H, carries 0.20; number 64, C, carries -0.58; number 65, N, carries 0.92; number 66, O, carries -0.56; number 67, O, carries -0.54; number 68, H, carries 0.20; number 69, H, carries 0.26; number 70, H, carries 0.29; number 71, C, carries -0.27; number 72, N, carries 0.99; number 73, O, carries -0.52; number 74, O, carries -0.56; number 75, H, carries 0.22; number 76, H, carries 0.40; number 77, H, carries -0.29; number 78, C, carries -0.85; number 79, N, carries 0.70; number 80, O, carries -0.26; number 81, O, carries -0.50; number 82, H, carries 0.27; number 83, H, carries 0.31; number 84, H, carries 0.33; number 85, C, carries 0.00; number 86, N, carries 0.89; number 87, O, carries -0.54; number 88, O, carries -0.54; number 89, H, carries 0.33; number 90, H, carries 0.22; number 91, H, carries -0.36; number 92, C, carries -0.81; number 93, N, carries 0.79; number 94, O, carries -0.33; number 95, O, carries -0.51; number 96, H, carries 0.27; number 97, H, carries 0.30; number 98, H, carries 0.32; number 99, C, carries -0.39